Entry 1:
A cluster of 5 separate species, C25H21F4O3 in total in a non-equilibrium geometry, computed with ωB97M-V with the def2-TZVPD basis set.

- Molecular weight: 445.4 g mol⁻¹
- Total charge: -1
- Energy above the lowest of the compared OMol25 structures with the same formula, charge and spin: 31.9 kJ/mol

XYZ file:
```
53
Properties=species:S:1:pos:R:3:forces:R:3:mulliken_charge:R:1
O 0.12758 0.56332 -0.36956 -0.9 0.1 2.3 -0.3982
C 0.30054 0.27983 -1.64949 -0.4 -1.5 -5.7 0.6740
O 1.21483 0.84040 -2.26369 2.8 2.3 0.9 -0.7528
O -0.42755 -0.47029 -2.33782 -1.7 -1.1 2.3 -0.7638
H 0.74170 1.29427 -0.26874 0.3 0.2 0.3 0.2516
F -0.07299 -5.55457 2.59067 -0.9 0.7 -0.3 -0.2925
C -1.13876 -4.72144 2.83162 0.0 -0.6 2.3 0.2712
C -1.93473 -5.00434 3.95548 -0.6 -0.9 -0.8 -0.3596
C -3.04281 -4.21593 4.26026 1.2 -0.2 -0.4 -0.4396
C -3.17983 -3.01604 3.58953 -0.5 0.1 0.2 -0.2042
C -2.27036 -2.62371 2.61453 -1.1 -0.6 0.5 -0.5672
C -1.30809 -3.53424 2.19096 1.0 1.3 -0.9 -0.3911
H -1.83849 -5.94278 4.48128 0.4 -0.1 0.0 0.3410
H -3.72349 -4.52775 5.03862 0.0 0.1 0.0 0.3575
H -4.04202 -2.42178 3.85388 0.1 0.4 -0.1 0.3345
H -2.42621 -1.63251 2.21497 0.5 -0.1 -0.5 0.4244
H -0.59967 -3.22243 1.43775 0.0 -0.1 -0.3 0.5217
F 3.51240 -3.20726 -3.55409 0.2 -0.4 0.0 -0.2983
C 3.92619 -3.41645 -2.29149 -0.6 -0.6 0.4 0.3946
C 4.25841 -2.31663 -1.54097 0.7 -0.2 -1.4 -0.2919
C 4.67105 -2.51653 -0.25579 -0.5 0.3 1.0 -0.4322
C 4.61169 -3.76422 0.34420 -0.3 -1.2 -0.3 -0.3833
C 4.26180 -4.91584 -0.41832 0.2 2.0 0.3 -0.4979
C 3.91221 -4.70823 -1.74356 0.1 0.1 -0.6 -0.3283
H 4.35183 -1.36221 -2.03772 -0.4 0.2 0.1 0.3824
H 4.87311 -1.59598 0.27163 0.3 -0.2 0.6 0.3504
H 4.74758 -3.87910 1.40944 0.3 0.1 0.1 0.3514
H 4.21637 -5.89893 0.02651 0.0 0.0 0.0 0.3717
H 3.64065 -5.54234 -2.37357 -0.1 0.0 -0.1 0.3809
F -2.58684 2.23594 -4.83472 -1.0 0.5 0.2 -0.2711
C -3.59437 2.96932 -4.27978 0.9 -0.5 0.3 0.2525
C -4.92311 2.60558 -4.43784 1.1 0.2 -1.7 -0.3834
C -5.88924 3.44460 -3.93802 -0.1 -0.9 -0.3 -0.3981
C -5.50386 4.49311 -3.17905 -0.9 1.6 1.9 -0.2709
C -4.17830 4.78006 -2.85164 -1.7 -0.4 0.1 -0.4349
C -3.22906 4.02073 -3.43955 1.3 -0.4 0.0 -0.2501
H -5.21563 1.86855 -5.17106 0.3 -0.5 0.3 0.3579
H -6.91911 3.16575 -4.10539 -0.2 0.3 0.1 0.3453
H -6.29466 5.03202 -2.67844 -0.1 0.4 0.0 0.2883
H -3.91986 5.43745 -2.03466 -0.1 0.4 -0.3 0.3561
H -2.23346 4.25113 -3.09012 0.5 -0.6 -0.7 0.4080
F 0.78997 5.51883 0.76155 0.9 -1.0 1.3 -0.3129
C 1.56895 4.57766 1.43864 0.6 -0.2 -0.8 0.4738
C 2.66307 4.03877 0.73759 -1.1 -0.4 1.0 -0.5081
C 3.32493 2.95904 1.34382 -0.4 0.5 -0.1 -0.2928
C 2.99110 2.54054 2.63562 0.6 -0.4 -0.9 -0.4654
C 1.94349 3.11199 3.31636 0.7 -0.3 0.3 -0.2955
C 1.24963 4.12914 2.72829 -1.2 1.7 -1.1 -0.4353
H 2.87665 4.35913 -0.27144 0.0 0.0 0.0 0.3868
H 4.02035 2.40739 0.72862 0.3 0.0 0.2 0.3593
H 3.53343 1.72835 3.09673 0.0 -0.1 -0.1 0.3470
H 1.73549 2.72535 4.30309 -0.3 0.3 0.1 0.3690
H 0.42771 4.63314 3.21496 -0.2 -0.1 0.1 0.3677
```
Positions in Å, forces in eV/Å.

---

Entry 2:
A cluster of 8 separate species, C48H48BF7O2 in total in a non-equilibrium geometry, computed with ωB97M-V with the def2-TZVPD basis set.

- Molecular weight: 800.7 g mol⁻¹

XYZ file:
```
106
Properties=species:S:1:pos:R:3:forces:R:3:mulliken_charge:R:1
C -0.36587 0.57829 -2.16572 -0.3 -0.1 -0.3 -1.2615
C -1.56565 1.45746 -2.55153 0.3 -0.6 0.8 0.2262
O -1.34091 2.84529 -2.51343 -0.1 0.1 -0.4 -0.5207
C -0.28542 3.29896 -3.34736 -0.4 0.0 0.1 -0.1930
C -0.32972 2.78053 -4.79645 0.9 -0.4 0.2 -0.8010
B 0.88238 1.86653 -5.19399 -0.3 0.2 -0.3 0.0643
C 2.37110 2.16386 -4.77547 -0.6 -0.5 0.4 -0.4246
C 2.95273 0.90081 -4.19936 -1.3 0.3 -3.6 -0.0698
O 3.39072 0.83336 -3.12955 1.7 -0.4 4.2 -0.4550
H 0.58793 1.08726 -2.16493 0.2 0.2 -0.1 0.2927
H -0.48943 0.12306 -1.19528 0.0 0.0 0.4 0.3619
H -0.32191 -0.24245 -2.86832 0.3 -0.3 -0.2 0.3035
H -2.33588 1.26438 -1.82252 -0.4 0.2 0.2 0.3597
H -1.97025 1.10050 -3.49305 0.0 0.3 -0.5 -0.0157
H -0.36936 4.36905 -3.37325 -0.2 0.5 0.2 -0.0435
H 0.65513 3.09216 -2.84677 0.4 -0.2 -0.1 0.5258
H -1.27027 2.32216 -5.05862 -0.4 0.0 0.1 0.4076
H -0.23140 3.65254 -5.44157 0.0 0.2 -0.3 0.3554
H 0.67809 0.90104 -5.87191 0.1 -0.1 0.0 -0.1317
H 2.47670 2.92110 -4.01087 0.1 0.4 0.0 0.2500
H 2.96266 2.40074 -5.65567 0.0 0.1 -0.4 0.3917
H 2.92619 0.01109 -4.85188 0.0 -0.2 -0.3 0.3588
F -1.41784 -3.39441 -0.81615 -0.1 0.0 0.0 -0.3615
C -0.15656 -3.42100 -0.33690 0.2 0.0 0.1 0.4006
C 0.04310 -3.58794 1.01858 -0.2 0.0 0.1 -0.5635
C 1.34199 -3.61616 1.50603 0.0 0.0 -0.1 -0.2245
C 2.41664 -3.46973 0.63876 0.1 0.0 0.1 -0.6706
C 2.19404 -3.29886 -0.72046 0.0 0.0 0.1 -0.3796
C 0.89818 -3.27924 -1.21546 0.0 0.0 -0.3 -0.3284
H -0.80836 -3.69349 1.67851 0.0 0.0 0.0 0.4350
H 1.51832 -3.75330 2.56346 0.0 0.0 0.0 0.3697
H 3.42744 -3.48916 1.02504 0.0 0.0 0.0 0.4730
H 3.03052 -3.17882 -1.39648 0.0 0.0 0.0 0.4238
H 0.70296 -3.15354 -2.27271 0.0 0.0 0.0 0.4356
F -3.35235 -0.20346 3.47539 0.0 0.0 0.0 -0.3151
C -4.18372 0.21761 2.50089 -0.2 0.1 -0.2 0.2771
C -4.09151 -0.35382 1.24774 0.2 -0.2 0.0 -0.8271
C -4.95099 0.07802 0.24760 -0.1 0.1 0.1 -0.2224
C -5.88038 1.07632 0.51051 0.0 0.0 0.0 -0.5641
C -5.95399 1.64134 1.77655 0.1 -0.1 -0.1 -0.4611
C -5.10339 1.20803 2.78311 0.0 0.1 0.3 -0.1781
H -3.35546 -1.12572 1.06087 0.0 0.0 0.0 0.6334
H -4.89406 -0.36478 -0.73553 0.0 0.0 0.1 0.3808
H -6.54696 1.41340 -0.27323 0.0 0.0 0.0 0.4314
H -6.67456 2.42180 1.98240 0.0 0.0 0.0 0.3893
H -5.15205 1.63057 3.77853 0.0 0.0 0.0 0.4383
F -5.02116 2.40748 6.17428 0.0 0.0 0.0 -0.3133
C -3.75288 2.35472 6.63216 0.3 0.0 0.1 0.4484
C -3.53613 2.17805 7.98340 -0.2 0.0 0.2 -0.4742
C -2.23142 2.12127 8.45094 0.1 0.0 -0.1 -0.3462
C -1.16772 2.24916 7.56810 0.1 0.0 0.0 -0.4967
C -1.40823 2.42973 6.21302 0.0 0.0 0.1 -0.4764
C -2.70974 2.47855 5.73759 -0.1 0.1 -0.3 -0.2685
H -4.37936 2.08731 8.65547 0.0 0.0 0.0 0.4072
H -2.04529 1.97697 9.50679 0.0 0.0 0.0 0.3562
H -0.15131 2.20750 7.93704 0.0 0.0 0.0 0.3678
H -0.58110 2.53247 5.52353 0.0 0.0 0.0 0.3621
H -2.91629 2.61052 4.68349 0.0 0.0 0.0 0.4367
F 3.68370 -4.45632 3.57922 0.0 0.1 0.0 -0.2905
C 3.53097 -5.59252 4.29048 0.0 -0.2 0.1 0.4137
C 4.38126 -6.64696 4.03672 0.3 -0.1 -0.2 -0.3206
C 4.23842 -7.81662 4.76721 -0.2 0.1 0.1 -0.4424
C 3.24408 -7.91659 5.73183 0.0 -0.1 0.0 -0.5057
C 2.39383 -6.84426 5.96703 0.1 -0.1 -0.1 -0.3980
C 2.53723 -5.66811 5.24464 -0.1 0.2 0.0 -0.3793
H 5.14202 -6.54530 3.27482 0.0 0.0 0.0 0.4040
H 4.90152 -8.65093 4.58178 0.0 0.0 0.0 0.3735
H 3.13105 -8.83137 6.29869 0.0 0.0 0.0 0.3720
H 1.61613 -6.92269 6.71488 0.0 0.0 0.0 0.3570
H 1.89068 -4.81765 5.41882 0.0 0.0 0.0 0.4222
F 0.98814 6.43719 -3.73205 0.0 0.0 -0.1 -0.2764
C 1.08283 7.12773 -2.57625 0.0 0.1 0.3 0.5551
C 0.33148 6.72500 -1.49027 -0.1 -0.2 0.0 -0.2907
C 0.43649 7.43594 -0.30413 0.1 0.1 -0.1 -0.4688
C 1.27843 8.53667 -0.22217 0.0 0.0 0.1 -0.5350
C 2.02179 8.92603 -1.32760 -0.1 -0.1 0.1 -0.3727
C 1.92927 8.21551 -2.51521 0.1 0.1 -0.2 -0.4981
H -0.32424 5.86778 -1.57518 0.0 0.0 0.0 0.4131
H -0.14065 7.12916 0.55774 0.0 0.0 0.0 0.3652
H 1.35490 9.09055 0.70421 0.0 0.0 0.0 0.3670
H 2.67577 9.78556 -1.26627 0.0 0.0 0.0 0.3552
H 2.50570 8.49796 -3.38637 0.0 0.0 0.0 0.4062
F 5.76039 -6.01990 1.01003 0.0 -0.1 0.0 -0.2742
C 6.29110 -5.14356 0.13359 0.1 0.2 -0.2 0.3713
C 7.08471 -4.11884 0.60730 0.0 0.0 0.2 -0.2746
C 7.62777 -3.21902 -0.29785 -0.1 -0.1 -0.1 -0.3659
C 7.36495 -3.35007 -1.65456 0.0 0.1 0.0 -0.5699
C 6.56046 -4.38598 -2.10892 0.1 0.1 0.1 -0.3954
C 6.02019 -5.29484 -1.21095 -0.1 -0.2 -0.1 -0.4772
H 7.27014 -4.02980 1.66980 0.0 0.0 0.0 0.4144
H 8.25629 -2.41349 0.05726 0.0 0.0 0.0 0.3693
H 7.78699 -2.64377 -2.35720 0.0 0.0 0.0 0.3827
H 6.35128 -4.48694 -3.16553 0.0 0.0 0.0 0.3892
H 5.39511 -6.11274 -1.54462 0.0 0.0 0.0 0.4258
F -4.25302 -0.62308 -2.78916 0.1 -0.1 -0.1 -0.2625
C -4.99353 -0.12386 -3.80099 -0.2 0.1 -0.2 0.2137
C -5.24434 1.23344 -3.84125 0.1 0.2 0.2 0.0475
C -6.00242 1.74440 -4.88417 0.0 -0.1 -0.1 -0.6327
C -6.50338 0.89592 -5.86226 0.0 0.0 -0.1 -0.5146
C -6.24230 -0.46612 -5.80042 0.0 0.1 0.0 -0.3310
C -5.47781 -0.98384 -4.76508 0.0 -0.2 0.0 -0.5306
H -4.84989 1.87763 -3.06511 0.0 0.0 0.0 0.4570
H -6.20196 2.80646 -4.93271 0.0 0.0 0.0 0.3790
H -7.09737 1.29709 -6.67286 0.0 0.0 0.0 0.3756
H -6.63518 -1.12861 -6.55998 0.0 0.0 0.0 0.3760
H -5.25689 -2.04133 -4.70230 0.0 0.0 0.0 0.4245
```
Positions in Å, forces in eV/Å.

---

Entry 3:
The ion C4H11N2O with charge +1 in a non-equilibrium geometry, computed with ωB97M-V with the def2-TZVPD basis set.

- Molecular weight: 103.1 g mol⁻¹
- Total charge: +1
- Energy above the lowest of the compared OMol25 structures with the same formula, charge and spin: 143.3 kJ/mol

XYZ file:
```
18
Properties=species:S:1:pos:R:3:forces:R:3:mulliken_charge:R:1
C 0.35313 -1.28440 1.96595 1.1 -1.0 0.1 -0.9130
N -0.52325 -0.19463 1.60931 0.9 -1.0 -0.6 -0.1367
C -0.50059 0.38616 0.40308 -3.1 0.2 -1.1 0.5368
O -1.29635 1.28822 0.12549 0.8 0.0 0.2 -0.6614
C 0.17121 -0.27415 -0.84943 0.7 1.5 1.9 0.0136
C 1.67759 -0.15853 -0.76388 2.0 -1.7 -1.4 -1.2097
N -0.28219 0.57735 -2.00042 0.0 0.1 -0.5 -0.3585
H 1.29186 -0.92412 2.41611 -0.4 -0.1 0.1 0.2980
H 0.64807 -1.93978 1.13631 -0.1 0.5 -0.3 0.2902
H -0.10853 -2.03505 2.60076 -0.3 0.5 0.5 0.3596
H -1.36932 -0.08131 2.14143 0.0 0.6 0.1 0.3033
H -0.26444 -1.26556 -0.98313 0.4 0.0 0.0 0.3568
H 2.13313 0.76222 -1.15284 -0.7 0.1 0.3 0.3880
H 2.24879 -0.41514 0.13509 -1.0 0.3 0.4 0.2870
H 2.10376 -0.93312 -1.42325 -0.1 0.2 -0.2 0.3763
H -1.30317 0.62003 -2.00841 -0.1 0.0 -0.1 0.3725
H 0.01429 1.55226 -1.91662 0.0 0.0 0.6 0.3509
H 0.09616 0.29321 -2.91045 -0.2 -0.5 0.2 0.3463
```
Positions in Å, forces in eV/Å.

---

| no. | highest occupied orbital energy (eV) | orbital gap (eV) |
| --- | --- | --- |
| 1 | -3.29 | 5.98 |
| 2 | -9.01 | 9.56 |
| 3 | -14.00 | 10.53 |